1.
{
  "formula": "C31H32BF5N7O4SV",
  "method": "wB97M-V/def2-TZVPD",
  "e_lumo_ha": [0.05082, 0.05067],
  "homo_ev": [-3.584, -3.069],
  "s2": 0.75,
  "spin_multiplicity": 2,
  "e_above_lowest_kj_mol": 59.2,
  "energy_ev": -102077.4717,
  "charge": -1,
  "symbols": ["V", "C", "C", "C", "C", "C", "C", "N", "N", "B", "N", "C", "C", "C", "N", "C", "C", "C", "N", "C", "C", "C", "N", "C", "C", "C", "H", "H", "H", "H", "H", "H", "H", "H", "H", "H", "H", "H", "H", "H", "H", "H", "H", "H", "H", "H", "H", "H", "H", "H", "H", "H", "H", "H", "F", "C", "C", "F", "C", "F", "C", "S", "C", "F", "C", "F", "O", "C", "O", "C", "C", "C", "C", "C", "C", "N", "O", "O", "H", "H", "H", "H"],
  "positions_angstrom": [[0.012, 0.265, 0.210], [4.678, 0.642, 0.084], [3.363, 1.342, 0.448], [3.638, 2.804, 0.826], [2.696, 0.645, 1.594], [3.223, 0.435, 2.877], [2.216, -0.194, 3.581], [1.169, -0.343, 2.761], [1.450, 0.166, 1.546], [-0.198, -0.987, 3.012], [-1.315, 0.049, 2.750], [-2.329, 0.461, 3.524], [-3.212, 1.170, 2.732], [-2.653, 1.136, 1.441], [-1.500, 0.467, 1.490], [-3.226, 1.668, 0.154], [-2.662, 0.929, -1.066], [-4.753, 1.546, 0.172], [-0.380, -2.081, 1.934], [-0.623, -3.390, 2.093], [-0.809, -3.947, 0.847], [-0.663, -2.877, -0.053], [-0.401, -1.755, 0.622], [-0.879, -2.903, -1.537], [-2.351, -3.234, -1.820], [0.038, -3.919, -2.218], [5.074, 1.038, -0.854], [5.422, 0.808, 0.867], [4.540, -0.433, -0.022], [2.682, 1.317, -0.406], [4.367, 2.847, 1.638], [4.041, 3.353, -0.028], [2.724, 3.292, 1.163], [4.199, 0.713, 3.241], [2.178, -0.539, 4.601], [-0.290, -1.449, 4.112], [-2.358, 0.232, 4.576], [-4.129, 1.641, 3.042], [-2.974, 2.730, 0.068], [-2.846, -0.143, -0.976], [-3.140, 1.288, -1.978], [-1.590, 1.109, -1.177], [-5.048, 0.506, 0.325], [-5.196, 2.149, 0.965], [-5.162, 1.885, -0.782], [-0.657, -3.836, 3.073], [-1.017, -4.979, 0.618], [-0.654, -1.909, -1.925], [-2.605, -4.212, -1.406], [-3.009, -2.496, -1.359], [-2.545, -3.250, -2.895], [-0.173, -4.929, -1.856], [-0.109, -3.899, -3.300], [1.085, -3.695, -2.011], [5.495, -2.842, -4.063], [4.443, -2.132, -3.629], [3.790, -2.478, -2.462], [4.226, -3.526, -1.749], [2.703, -1.746, -2.031], [2.140, -2.116, -0.885], [2.185, -0.646, -2.736], [0.803, 0.269, -2.266], [2.882, -0.338, -3.917], [2.471, 0.689, -4.669], [3.983, -1.046, -4.350], [4.611, -0.699, -5.483], [0.305, 2.692, 2.139], [0.034, 2.981, 0.975], [0.060, 2.169, -0.024], [-0.413, 4.384, 0.661], [-0.381, 5.346, 1.668], [-0.840, 6.625, 1.432], [-1.345, 6.943, 0.174], [-1.368, 5.996, -0.847], [-0.897, 4.722, -0.600], [-1.856, 8.270, -0.075], [-2.342, 8.512, -1.166], [-1.777, 9.099, 0.813], [0.006, 5.053, 2.634], [-0.825, 7.386, 2.199], [-1.757, 6.282, -1.813], [-0.895, 3.978, -1.386]],
  "forces_ev_per_a": [[-0.1097, -0.4103, -3.0827], [-0.1193, 0.0450, -0.0457], [0.0725, 0.0325, 0.0990], [-0.1241, -0.0827, -0.0965], [0.0907, -0.0066, 0.3520], [0.0495, 0.0011, -0.0331], [-0.0370, 0.0597, -0.1297], [0.2276, -0.0465, 0.5442], [1.3261, -0.3152, 0.7674], [0.0627, 0.0762, -0.5459], [-0.3555, -0.0116, 0.4840], [0.1037, 0.0402, -0.1374], [-0.0336, 0.0342, -0.1026], [-0.1212, 0.0141, 0.3585], [-1.1265, 0.0605, 0.7959], [0.0176, -0.1349, -0.0902], [-0.0301, 0.0774, 0.3530], [0.0883, 0.0828, -0.0051], [-0.1209, -0.2941, 0.2909], [-0.0069, 0.0203, -0.1286], [0.0389, -0.0263, -0.0348], [-0.1201, 0.0100, 0.1594], [0.0620, -1.0306, 0.0006], [-0.0902, -0.1339, 0.0524], [0.1300, 0.0731, -0.0207], [0.0685, 0.0767, 0.0221], [0.0229, -0.0030, 0.0164], [0.0196, -0.0233, -0.0041], [-0.0271, -0.0656, -0.0736], [-0.0056, -0.0456, -0.0092], [-0.0003, 0.0426, 0.0187], [0.0074, -0.0061, 0.0014], [0.0353, 0.0349, -0.0078], [-0.0086, -0.0065, -0.0103], [-0.0428, -0.0044, -0.0143], [0.0574, -0.0124, 0.1293], [0.0208, -0.0505, -0.0213], [0.0004, -0.0221, -0.0082], [0.0523, -0.0114, -0.0125], [0.0187, -0.0233, -0.0367], [0.0576, -0.0012, -0.0386], [-0.0751, 0.0345, -0.2113], [-0.0159, -0.0016, -0.0073], [-0.0179, -0.0202, 0.0001], [-0.0350, 0.0111, 0.0180], [0.0284, 0.0680, 0.0211], [-0.0117, 0.0200, -0.0103], [0.0250, -0.0046, 0.0018], [-0.0327, -0.0203, -0.0313], [-0.0304, -0.0073, -0.0100], [-0.0039, 0.0047, 0.0120], [0.0034, -0.0316, -0.0387], [-0.0272, -0.0357, -0.0097], [-0.1686, -0.1588, -0.0473], [0.0726, -0.0241, 0.0050], [-0.0682, 0.0438, -0.0249], [0.1025, 0.0434, -0.0792], [0.0203, -0.0734, 0.0679], [-0.0060, 0.5678, -0.3875], [-0.0760, -0.0832, 0.4923], [0.5479, -0.6100, -0.3235], [-0.2505, 0.1574, 0.6099], [-0.2134, -0.0255, 0.3428], [0.0482, 0.0589, -0.1204], [0.0432, -0.0763, -0.0087], [0.0311, 0.0231, -0.0915], [-0.0595, 0.3972, -0.0928], [0.1369, -0.4868, 0.3117], [-0.0603, 1.9997, 0.0071], [-0.1026, 0.3204, -0.1489], [0.0384, -0.2052, -0.0611], [-0.1560, 0.3620, -0.1492], [0.3904, -1.0836, 0.1919], [-0.1477, 0.4624, 0.0049], [0.0943, -0.0997, 0.0568], [-0.2232, 0.8053, -0.1741], [-0.0068, -0.1722, -0.1084], [0.0627, -0.0782, 0.1815], [-0.0253, 0.0076, 0.0133], [0.0025, -0.0123, 0.0226], [-0.0008, -0.0376, -0.0267], [0.0160, -0.0519, 0.0465]],
  "lowdin_charge": [0.603, -0.056, -0.354, -0.047, -0.249, -0.005, -0.056, 0.001, 0.003, -0.492, 0.009, -0.055, -0.006, -0.234, -0.005, -0.338, -0.054, -0.072, -0.008, -0.068, -0.015, -0.267, 0.026, -0.374, -0.061, -0.051, 0.080, 0.073, 0.073, 0.093, 0.076, 0.081, 0.068, 0.100, 0.116, 0.117, 0.118, 0.094, 0.132, 0.078, 0.091, 0.009, 0.087, 0.070, 0.075, 0.114, 0.098, 0.066, 0.074, 0.066, 0.076, 0.077, 0.082, 0.060, 0.099, -0.154, -0.162, 0.104, -0.271, 0.075, -0.539, 0.701, -0.252, 0.066, -0.156, 0.100, 0.050, -0.587, -0.197, -0.101, 0.006, 0.009, -0.159, 0.011, 0.001, -0.362, 0.063, 0.061, 0.120, 0.114, 0.116, 0.125]
}

=====

2.
{
  "formula": "C13H12BF3N8O3S2Ti",
  "method": "wB97M-V/def2-TZVPD",
  "e_lumo_ha": [0.09901, 0.09896],
  "homo_ev": [-3.782, -3.999],
  "s2": 0.76,
  "spin_multiplicity": 2,
  "e_above_lowest_kj_mol": 0.0,
  "energy_ev": -85361.4070,
  "charge": -1,
  "symbols": ["Ti", "C", "C", "N", "N", "C", "B", "N", "C", "C", "C", "N", "N", "C", "C", "C", "N", "N", "C", "C", "C", "N", "H", "H", "H", "H", "H", "H", "H", "H", "H", "H", "H", "H", "S", "F", "C", "F", "F", "S", "O", "O", "O"],
  "positions_angstrom": [[-0.110, -2.207, -0.090], [-2.744, 0.362, -2.433], [-2.310, -0.898, -2.007], [-1.160, -0.787, -1.360], [-0.838, 0.519, -1.329], [-1.778, 1.233, -1.982], [0.428, 1.032, -0.617], [1.674, 0.254, -1.069], [2.883, 0.682, -1.496], [3.747, -0.389, -1.459], [2.976, -1.458, -0.979], [1.738, -1.062, -0.745], [0.300, 0.806, 0.928], [0.884, 1.522, 1.913], [0.904, 0.759, 3.057], [0.325, -0.456, 2.675], [-0.023, -0.423, 1.398], [0.509, 2.544, -0.869], [-0.181, 3.503, -0.205], [-0.045, 4.681, -0.898], [0.765, 4.337, -1.995], [1.085, 3.054, -1.977], [-3.627, 0.602, -2.999], [-2.739, -1.877, -2.148], [-1.690, 2.301, -2.092], [3.017, 1.697, -1.820], [4.779, -0.405, -1.761], [3.220, -2.498, -0.847], [1.250, 2.518, 1.733], [1.284, 1.039, 4.024], [0.157, -1.354, 3.248], [-0.741, 3.269, 0.685], [-0.464, 5.640, -0.647], [1.126, 4.965, -2.794], [0.507, -3.709, -1.512], [-1.636, -3.708, 4.135], [-2.321, -3.445, 3.010], [-2.464, -2.113, 2.918], [-3.539, -3.987, 3.132], [-1.431, -4.100, 1.525], [-1.601, -5.512, 1.612], [-2.044, -3.363, 0.428], [-0.070, -3.567, 1.709]],
  "forces_ev_per_a": [[0.2399, -1.2908, -1.1949], [-0.0995, -0.0584, -0.0547], [0.1081, -0.0459, -0.1147], [0.0103, 0.0711, 0.5075], [-0.2390, 0.1379, -0.2214], [0.1558, -0.0112, 0.0783], [0.0012, 0.1076, 0.1230], [0.2060, 0.1661, 0.1267], [-0.1326, -0.0925, 0.0117], [0.0733, -0.0406, -0.0012], [-0.0735, 0.0307, -0.1636], [-0.2116, 0.3763, 0.3199], [0.2111, -0.0310, 0.1136], [-0.0330, -0.0559, -0.1172], [-0.0220, -0.0088, 0.1187], [-0.0245, 0.0042, 0.0008], [-0.0735, 0.1026, -0.1573], [0.0798, -0.0490, 0.1512], [-0.1161, 0.0010, -0.1053], [0.0321, 0.0041, 0.0329], [-0.0199, -0.0024, -0.0022], [-0.0121, -0.0086, -0.0650], [-0.0008, -0.0024, -0.0017], [-0.0198, 0.0082, 0.0181], [0.0104, 0.0112, -0.0049], [0.0044, 0.0200, -0.0001], [0.0012, 0.0048, 0.0055], [0.0195, -0.0006, 0.0133], [0.0190, -0.0330, 0.0032], [-0.0086, -0.0049, 0.0009], [0.0062, -0.0001, 0.0026], [-0.0030, 0.0113, -0.0186], [0.0111, 0.0054, 0.0039], [0.0056, 0.0037, -0.0025], [-0.0069, 0.0532, -0.0136], [-0.0925, 0.0217, -0.0901], [0.0369, 0.0010, -0.0194], [0.0063, -0.1360, 0.0986], [0.0998, 0.0787, -0.0325], [0.3867, 0.1531, 0.3533], [-0.0743, 0.0369, -0.0561], [-0.3821, 0.2679, -0.0621], [-0.0794, 0.1934, 0.4156]],
  "lowdin_charge": [0.432, -0.052, -0.114, -0.034, 0.028, -0.059, -0.641, 0.027, -0.076, -0.061, -0.159, -0.060, 0.015, -0.082, -0.049, -0.127, -0.001, -0.024, -0.117, -0.077, -0.168, 0.074, 0.088, 0.118, 0.115, 0.095, 0.084, 0.089, 0.116, 0.089, 0.104, 0.121, 0.083, 0.093, -0.028, 0.118, -0.652, 0.114, 0.126, 0.477, -0.247, -0.381, -0.398]
}

=====

3.
{
  "formula": "C14H30O3Si",
  "method": "wB97M-V/def2-TZVPD",
  "e_lumo_ha": 0.03211,
  "homo_ev": -9.955,
  "e_above_lowest_kj_mol": 101.9,
  "energy_ev": -29027.3210,
  "symbols": ["C", "C", "Si", "O", "C", "C", "C", "C", "O", "C", "C", "C", "C", "O", "C", "C", "C", "C", "H", "H", "H", "H", "H", "H", "H", "H", "H", "H", "H", "H", "H", "H", "H", "H", "H", "H", "H", "H", "H", "H", "H", "H", "H", "H", "H", "H", "H", "H"],
  "positions_angstrom": [[3.900, 0.240, -1.452], [2.647, 0.251, -1.908], [1.169, 0.479, -0.804], [0.413, -1.041, -0.716], [0.023, -1.546, -1.935], [-0.611, -2.951, -1.890], [-1.077, -3.463, -3.278], [-1.742, -2.918, -0.861], [1.781, 1.051, 0.646], [1.354, 0.278, 1.744], [1.392, 1.030, 3.074], [2.707, 1.746, 3.227], [1.064, 0.121, 4.260], [0.061, 1.539, -1.487], [-0.709, 2.196, -0.538], [-2.046, 1.450, -0.307], [-3.008, 1.448, -1.520], [-2.732, 2.021, 0.924], [4.714, 0.257, -2.115], [4.114, 0.377, -0.402], [2.363, 0.226, -2.943], [-0.759, -0.880, -2.285], [0.839, -1.467, -2.644], [0.133, -3.660, -1.529], [-0.261, -3.533, -3.992], [-1.802, -2.760, -3.689], [-1.534, -4.457, -3.216], [-2.516, -2.242, -1.211], [-2.200, -3.928, -0.742], [-1.393, -2.562, 0.127], [1.979, -0.614, 1.740], [0.354, -0.094, 1.514], [0.611, 1.768, 2.995], [3.488, 1.033, 3.453], [2.711, 2.450, 4.051], [3.009, 2.254, 2.318], [0.759, 0.657, 5.206], [1.942, -0.471, 4.517], [0.259, -0.583, 4.042], [-0.897, 3.216, -0.895], [-0.138, 2.191, 0.418], [-1.801, 0.360, -0.079], [-3.387, 2.424, -1.759], [-3.851, 0.778, -1.369], [-2.541, 0.983, -2.387], [-3.249, 2.939, 0.711], [-2.036, 2.107, 1.762], [-3.493, 1.302, 1.221]],
  "forces_ev_per_a": [[-1.3684, 0.5292, 0.1003], [-0.6568, 0.5187, 0.8312], [0.4840, -0.4092, -0.6985], [1.2469, 1.3281, 2.1872], [-1.2552, -0.4619, -1.5546], [0.3535, -0.1634, 0.3778], [0.0238, 0.6027, 0.5863], [-0.0892, -0.7210, 0.2191], [-0.7349, -0.1105, -1.3100], [-0.2178, -0.9598, 0.6393], [-0.3093, -0.0811, -0.3651], [0.4632, 0.0163, 0.2072], [-0.1524, 0.1329, 0.7812], [1.9213, -1.2148, -0.3218], [-1.3232, -0.1265, 0.8684], [0.0924, -0.6847, 0.0224], [0.7592, -1.0424, 0.2949], [-0.0757, -1.0479, 0.0885], [1.1348, -0.3018, -0.7773], [-0.0209, -0.1390, 0.1573], [0.6133, -0.1325, -0.6899], [-0.4352, 0.1823, -0.6345], [0.2753, -0.4129, -0.4006], [0.2876, -0.0450, 0.1153], [0.2426, 0.0457, -0.0060], [-0.1809, -0.0706, -0.0979], [0.0195, 0.2525, 0.1588], [-0.2974, 0.1873, -0.0051], [0.3008, 0.6778, -0.0209], [-0.1252, -0.2366, -0.5506], [0.2469, -0.2590, 0.5225], [-0.3314, -0.0366, 0.5413], [-0.4693, 0.5314, -0.0022], [0.3609, -0.3847, 0.0464], [-0.1650, 0.2295, 0.1296], [-0.1188, 0.2045, -0.1152], [0.3893, -0.2355, -1.1387], [0.0826, -0.1266, 0.0227], [-0.0481, 0.0605, -0.1292], [0.0423, 0.0073, 0.2661], [-0.6545, 0.6071, -0.3361], [-0.0560, 1.2192, -0.2999], [-0.0659, 0.5711, -0.1727], [-0.2692, 0.1145, 0.5099], [0.3684, 0.4101, -0.2264], [0.0034, 0.6621, 0.0273], [-0.0840, 0.2741, -0.0428], [-0.2072, 0.0391, 0.1949]],
  "lowdin_charge": [-0.018, -0.148, 0.400, -0.165, -0.280, -0.387, -0.066, -0.078, -0.162, -0.248, -0.409, -0.069, -0.070, -0.134, -0.246, -0.396, -0.062, -0.077, 0.037, 0.052, 0.058, 0.111, 0.107, 0.130, 0.070, 0.076, 0.077, 0.071, 0.087, 0.080, 0.134, 0.108, 0.121, 0.079, 0.081, 0.075, 0.096, 0.073, 0.074, 0.138, 0.107, 0.138, 0.071, 0.074, 0.067, 0.074, 0.073, 0.079]
}

=====

4.
{
  "formula": "C10H8N4",
  "method": "wB97M-V/def2-TZVPD",
  "e_lumo_ha": [-0.06620, -0.06617],
  "homo_ev": [-8.944, -8.945],
  "e_above_lowest_kj_mol": 319.8,
  "energy_ev": -16455.9193,
  "symbols": ["C", "C", "C", "C", "C", "C", "C", "C", "C", "C", "N", "N", "N", "N", "H", "H", "H", "H", "H", "H", "H", "H"],
  "positions_angstrom": [[-0.319, 2.711, 0.492], [-3.790, 0.338, -0.267], [-2.514, -0.616, 1.080], [2.365, 0.178, 0.613], [1.803, 0.310, -0.606], [1.555, 0.138, 1.787], [0.214, 0.279, 1.700], [0.377, 0.429, -0.794], [-0.164, 0.482, -2.027], [-0.423, 0.527, 0.436], [-0.223, 3.845, 0.544], [-3.760, -0.613, 0.691], [-2.630, 0.900, -0.493], [-1.802, 0.300, 0.374], [-4.682, 0.606, -0.797], [-2.095, -1.270, 1.817], [3.436, 0.089, 0.716], [2.412, 0.308, -1.498], [2.028, -0.017, 2.745], [-0.407, 0.271, 2.583], [-1.223, 0.603, -2.176], [0.456, 0.443, -2.905]],
  "forces_ev_per_a": [[-0.4696, -3.7068, 0.0353], [0.4613, 0.0287, 0.0522], [-0.2681, -0.0056, -0.0263], [0.2753, 0.1037, -0.6016], [0.4546, 0.0719, 0.3013], [-0.7263, -0.1411, -0.0849], [0.2527, -0.5570, 0.5310], [-0.3067, -0.2643, -0.7083], [0.0515, -0.1948, 0.5630], [0.3461, 2.6891, -0.2113], [0.2264, 2.0281, 0.0767], [-0.1032, -0.5029, 0.5080], [-0.0981, 0.6995, -0.7215], [-0.4222, -0.4045, 0.3718], [-0.1197, 0.1560, -0.1453], [0.2020, -0.0717, 0.1720], [0.0258, -0.0101, -0.0540], [0.0858, 0.0221, -0.0604], [-0.0533, 0.0494, 0.1097], [-0.0116, 0.0647, 0.0165], [-0.0885, -0.0215, -0.0063], [0.2859, -0.0328, -0.1175]],
  "lowdin_charge": [-0.153, -0.185, -0.122, -0.060, -0.026, -0.041, -0.062, -0.261, 0.149, -0.196, -0.003, 0.093, 0.108, -0.084, 0.110, 0.128, 0.109, 0.119, 0.116, 0.122, 0.059, 0.080]
}